# 1
12
Properties=species:S:1:pos:R:3:mulliken_charge:R:1 method="wB97M-V/def2-TZVPD" orbital_gap_ev=9.866 de_lowest_kcal_mol=133.5 e_homo_ev=-9.568 smiles=c1nncocn[nH]1
H 2.25 -1.05 -0.72 0.461
C 1.28 -0.81 -0.40 -0.016
C -1.56 -0.30 -0.26 0.213
H -2.26 -1.03 -0.54 0.397
N -0.72 -0.92 0.69 -0.408
H 1.46 1.65 0.61 0.363
N -1.59 0.92 -0.65 -0.374
N -0.69 1.80 0.10 -0.341
O 1.02 0.38 -0.92 -0.320
C 0.57 1.33 -0.05 0.034
N 0.69 -1.57 0.53 -0.389
H -0.45 -0.38 1.61 0.380

***

# 2
65
Properties=species:S:1:pos:R:3:mulliken_charge:R:1 method="wB97M-V/def2-TZVPD" orbital_gap_ev=3.832 de_lowest_kcal_mol=0.9 e_homo_ev=-1.349 charge=-1
C -3.17 -4.56 -1.66 -0.756
C -1.41 1.34 2.72 -0.292
F -2.73 -4.48 -4.01 -0.325
C 5.86 -1.82 -1.02 -0.631
H -3.68 2.19 -2.59 0.387
C 5.72 -0.61 -0.36 -0.569
C 1.23 2.21 2.40 0.833
C 2.68 0.84 -1.82 -1.027
H 5.11 -3.18 -2.52 0.359
H -3.15 -1.95 0.55 0.317
C 3.72 -0.16 -1.77 1.273
C -4.74 3.07 -0.91 0.558
C -4.24 0.67 0.41 -0.251
H -1.96 3.12 1.64 0.391
H 1.88 0.82 -2.58 0.443
H -0.59 -0.44 3.65 0.355
C 4.68 0.26 -0.76 -0.090
Zr 2.85 0.30 0.95 0.347
C 3.28 1.24 3.02 -0.545
C 4.28 1.57 -0.27 -0.571
C -3.31 -3.84 -0.49 0.210
C -3.91 0.80 -0.94 0.379
H -1.37 1.11 -1.01 0.403
H -0.88 -0.54 -1.57 0.394
C -1.13 2.54 2.04 -0.424
C 0.18 2.97 1.86 -1.078
H 4.89 2.22 0.35 0.542
C 0.95 0.96 3.07 1.336
C -3.25 -2.45 -0.42 -0.466
C 3.04 1.91 -0.96 -0.423
H 0.43 3.87 1.29 0.371
H 4.33 1.16 3.32 0.404
H 3.20 -1.71 -3.19 0.345
H -3.89 -0.19 0.99 0.045
H 6.38 -0.27 0.44 0.399
H 3.16 3.31 2.09 0.499
H -2.67 -1.87 -3.73 0.387
C -4.09 2.03 -1.59 -0.845
H -2.45 1.05 2.88 0.426
H -5.61 3.77 0.94 0.454
C -2.97 -3.81 -2.83 0.447
C -2.93 -2.42 -2.82 -0.706
F -3.42 -4.54 0.70 -0.317
C 2.67 2.37 2.35 -1.150
C -1.66 0.04 -1.05 -1.336
F -5.14 1.62 2.38 -0.371
C -5.18 2.94 0.40 -0.808
H 2.28 -0.56 4.02 0.462
C 2.67 -1.89 1.01 -1.120
C -2.98 -0.20 -1.65 0.730
H 2.40 -2.33 0.04 0.305
H 6.68 -2.48 -0.76 0.340
H 3.58 -2.40 1.35 0.327
H -3.02 0.07 -2.71 0.478
H 2.57 2.89 -0.94 0.447
H -1.62 -0.30 0.01 0.002
H 1.86 -2.17 1.71 0.332
C 3.90 -1.41 -2.40 -0.831
F -4.90 4.27 -1.54 -0.341
C -4.89 1.73 1.03 0.375
C 2.22 0.34 3.40 -1.445
H -3.12 -5.65 -1.67 0.442
C 4.96 -2.21 -2.03 -0.317
C -0.39 0.54 3.19 -0.977
C -3.18 -1.73 -1.63 0.470

***

# 3
33
Properties=species:S:1:pos:R:3:mulliken_charge:R:1 method="wB97M-V/def2-TZVPD" orbital_gap_ev="8.094 / 6.948" de_lowest_kcal_mol=0.0 e_homo_ev="-8.584 / -7.161"
H -2.94 2.59 0.76 0.296
H -0.30 1.82 -1.00 0.530
C 1.74 -2.78 -0.27 -1.428
Si -2.14 0.34 -0.04 0.101
H -2.29 -1.82 -1.34 0.347
H 2.76 -2.43 -0.17 0.315
H -3.20 -0.38 2.12 0.366
P 0.89 -0.21 -1.02 -0.151
C -2.91 -0.93 -1.24 -1.050
H -4.26 1.68 0.07 0.312
H -1.82 -1.41 1.76 0.324
H 2.25 2.15 -1.92 0.428
H 3.56 2.41 -0.76 0.388
H 3.27 0.00 -1.16 0.358
H 0.88 -1.34 1.11 0.385
C 2.54 0.52 -0.53 0.651
C -3.21 1.92 -0.05 -1.088
H 2.06 1.81 2.19 0.319
C 2.56 2.00 -0.88 -1.765
C 0.74 -1.69 0.09 -0.290
C 2.70 0.99 1.97 -0.405
C 2.94 0.25 0.95 -0.541
H -3.89 -1.26 -0.90 0.352
H -0.28 -2.06 -0.02 0.294
H 3.59 -0.61 1.03 0.249
H -3.04 -0.52 -2.24 0.319
H 1.59 -3.11 -1.29 0.346
C -0.41 0.84 -0.56 -0.368
H 1.61 -3.64 0.40 0.387
H -1.57 0.20 2.40 0.331
H -3.11 2.48 -0.97 0.316
C -2.18 -0.38 1.73 -1.019
H 1.88 2.56 -0.23 0.391

***

# 4
57
Properties=species:S:1:pos:R:3:mulliken_charge:R:1 method="wB97M-V/def2-TZVPD" orbital_gap_ev="4.911 / 7.798" de_lowest_kcal_mol=10.5 e_homo_ev="-8.020 / -11.059" multiplicity=3 charge=+1
H 1.04 -1.09 -4.00 0.367
C -2.70 0.23 -3.36 -0.815
N 2.45 0.12 -0.06 -0.079
H 1.18 -2.32 2.68 0.017
H -0.35 -0.14 -4.62 0.402
H -2.66 1.91 3.55 0.433
H 4.71 1.23 -2.98 0.409
C -3.66 0.27 -0.74 -0.785
H -1.32 3.84 2.40 0.359
H -2.14 -2.24 4.49 0.442
Ti 0.27 -0.42 0.29 -0.272
C -0.43 -0.49 -2.58 0.769
C 2.33 1.39 -0.56 1.487
C 0.36 -2.44 3.40 -1.313
C -0.01 -0.93 -3.93 -1.655
C 4.28 -0.30 -1.53 -0.976
C -2.05 1.03 3.51 -0.958
C 1.24 2.17 0.00 -0.104
H 5.00 -1.01 -1.88 0.483
H 1.69 4.14 -0.77 0.322
C -4.51 0.43 -1.80 -0.361
H 2.97 -2.04 1.12 0.079
C -1.77 -0.03 -2.34 0.665
H -3.90 0.28 0.33 0.423
C -0.41 1.99 1.77 -0.331
C -0.58 3.34 1.78 -0.400
H 0.59 -3.16 1.06 0.247
C 0.12 4.12 0.80 -0.785
H -2.39 0.20 -4.42 0.245
N 0.40 1.44 0.77 1.024
H 1.11 -2.95 -0.56 0.252
H -3.38 -0.13 4.74 0.409
C -1.76 -1.33 4.00 -0.970
C -0.60 -1.32 3.28 1.273
C 3.24 1.88 -1.54 -0.925
C -2.45 -0.15 4.17 -0.333
H -0.53 -2.98 -0.18 0.301
C -0.94 0.96 2.64 0.946
H 3.30 -2.81 -0.52 0.302
N 0.39 -2.69 0.16 -0.486
H -4.70 0.65 -3.95 0.435
N -0.24 -0.29 2.47 0.044
C 3.62 -2.03 0.19 -1.396
H -0.19 5.12 0.63 0.418
H -0.63 -1.87 -4.11 0.336
H -0.14 -3.41 3.20 0.372
O -1.54 -0.29 0.08 -0.515
C -2.31 0.01 -1.02 1.028
H 0.78 -2.48 4.42 0.378
O 0.40 -0.64 -1.57 -0.111
H 3.09 2.82 -2.03 0.345
C 4.19 1.00 -2.06 -0.546
H -5.59 0.43 -1.55 0.371
C 1.02 3.56 -0.10 -0.839
H 4.69 -2.27 0.47 0.435
C 3.41 -0.71 -0.51 1.166
C -4.04 0.41 -3.14 -1.029